(1)
Computed, not measured: a structure of composition C25H25N5Ti, with wB97M-V/def2-TZVPD.

```
56
Properties=species:S:1:pos:R:3:forces:R:3
N 2.35730 1.08386 0.20297 -0.675 -0.597 0.322
C 1.12314 -2.63278 -4.01454 -0.012 0.009 0.161
N 0.19270 0.48910 2.58918 0.337 -0.292 -0.574
H -1.71487 -1.02271 -4.82102 -0.090 0.158 0.217
H -3.94160 1.92366 -1.47952 -0.011 0.055 0.325
C 3.40979 0.68767 -0.50630 0.031 -0.180 -0.712
N -0.70237 1.55940 -0.63596 -0.052 -0.280 0.544
C 4.63794 1.31119 -0.47336 0.241 0.325 0.245
H -0.52867 4.15844 -2.75274 0.016 -0.007 0.015
H 5.46117 0.99364 -1.09656 -0.075 -0.184 -0.026
C 3.72532 2.77372 1.17739 0.395 -0.094 0.227
H -2.94767 3.77933 -2.85875 -0.221 -0.183 0.019
H -1.85570 -2.20564 -1.59180 0.155 -0.047 0.040
H 0.88678 2.61349 -1.34675 -0.026 0.238 -0.085
C 4.80592 2.36986 0.40917 -0.022 0.021 -0.088
N 0.56399 -1.02319 -2.33993 0.108 0.509 0.826
C 1.35280 -1.98518 -2.80540 0.015 -0.397 -0.269
H -2.44080 0.71827 0.11981 0.105 -0.320 -0.238
C -0.84699 -1.30328 -4.24023 0.449 -0.070 -0.691
H 5.76667 2.85910 0.50320 -0.029 0.024 -0.008
H 2.18520 -2.29896 -2.18539 -0.016 0.137 0.071
C -1.63890 -2.23166 1.65320 -0.312 0.074 0.310
C 1.02548 -0.14486 3.41724 0.023 -0.140 0.122
H -1.44010 1.68677 2.40558 -0.038 0.167 0.169
C -0.78687 1.21513 3.13223 -0.288 -0.406 -0.612
H -3.32993 -4.11357 -1.16710 -0.132 0.050 0.034
C 2.52294 2.10832 1.04095 0.022 0.088 0.236
H 1.52425 -0.73580 5.40601 0.047 0.105 0.035
H -1.16655 -1.65204 2.43692 0.142 -0.033 -0.092
C -0.02204 -2.31662 -4.72186 -0.190 -0.265 0.308
C -2.46562 -3.28838 1.98863 0.082 -0.141 0.133
H 1.80652 -3.39792 -4.35559 -0.023 -0.016 0.019
H -2.52907 -3.61392 3.01776 -0.163 0.139 0.026
C -1.02119 1.28759 4.48863 0.215 0.368 0.289
C -0.98403 3.37178 -2.16708 0.187 0.006 0.063
C -2.90001 -3.57740 -0.33304 0.029 -0.154 0.144
H 3.23021 -0.16318 -1.15475 0.084 0.039 -0.026
C -2.35027 3.14393 -2.21921 0.439 0.324 -0.052
H -0.27691 0.61638 6.41696 -0.174 0.134 -0.032
H 1.68504 2.36714 1.67525 -0.125 0.028 -0.176
H -1.02830 0.23084 -2.76529 -0.018 -0.087 0.156
H -3.78102 -4.79599 1.20407 -0.063 0.070 0.034
H -0.30617 -2.90355 -5.58570 0.081 0.192 -0.143
C -0.19434 2.55658 -1.37120 0.021 -0.436 -0.216
C -2.03096 -2.53503 -0.57479 -0.391 0.230 -0.331
Ti 0.35555 -0.32578 0.12715 -0.030 0.780 -0.035
H 1.86065 -0.68240 2.98055 -0.127 -0.030 -0.181
H -1.82908 1.90579 4.85392 -0.017 -0.069 0.080
H 3.85298 3.53353 1.93679 -0.156 0.127 -0.128
C -0.46228 -0.62982 -3.09946 -0.393 -0.062 -0.090
C -2.88548 2.15103 -1.41555 -0.178 -0.193 -0.237
N -1.44216 -1.83015 0.39480 0.849 0.264 0.030
C -2.03649 1.40716 -0.61257 -0.255 0.571 -0.027
C 0.85814 -0.14923 4.78838 0.122 0.120 0.096
C -0.16243 0.60756 5.34083 -0.093 -0.308 0.053
C -3.14159 -3.95123 0.98388 0.203 -0.361 -0.284
```
Positions in Å, forces in eV/Å.

Summary:
- HOMO level (alpha / beta) (eV) = -7.16 / -12.23
- net charge = +1
- E (eV) = -56890.4927
- Kohn-Sham gap (alpha / beta) (eV) = 5.21 / 10.23
- spin multiplicity = 4
- energy above the lowest of the compared OMol25 structures with the same formula, charge and spin (eV) = 0.447
- expectation value of S² = 3.7560

=====

(2)
Computed, not measured: a cluster of 4 separate species, C27H25BClNO14P in total at a distorted geometry, with wB97M-V/def2-TZVPD.

```
70
Properties=species:S:1:pos:R:3:forces:R:3
H -1.88452 -1.96407 4.55389 0.021 0.038 -0.031
O 3.29355 2.41261 -7.55950 0.207 0.090 -0.024
H 1.42470 -0.16237 -3.18400 -0.242 -0.249 0.009
C 0.14481 2.07556 -1.08078 0.084 -0.084 -0.356
Cl -5.39124 1.58191 -0.21894 -0.013 0.424 0.041
C -5.77368 -1.30988 3.97054 -0.027 0.136 -0.057
C 3.74153 -4.44699 -1.01230 0.016 -0.227 0.043
O 1.18183 0.03184 -4.11428 0.279 0.256 0.085
H 0.29417 3.05684 -0.64614 0.160 0.089 0.165
H 5.09082 3.11859 -6.98887 -0.050 0.002 -0.044
H 0.15753 3.60516 1.26807 -0.034 0.001 -0.165
P -3.37662 1.66348 0.46976 0.773 -0.966 0.651
C 1.84264 -3.09338 -1.87796 -0.258 -0.175 0.094
C 2.13109 1.18410 -5.91364 0.101 0.099 -0.177
O -6.16740 -3.48996 4.76254 0.077 -0.006 0.026
O 3.15319 -6.64433 -0.39019 -0.158 -0.134 -0.018
O -2.50639 0.41104 3.57294 -0.410 -0.017 0.146
C -0.11556 2.73871 4.51683 -0.012 0.145 -0.566
C 0.27552 2.99619 2.14756 -0.028 0.200 0.049
O 3.27714 0.60712 -2.58815 -0.077 -0.131 0.006
H 1.20159 -7.13176 -0.68728 0.038 -0.013 0.034
C -3.89440 -2.76101 4.70633 0.460 0.221 -0.057
H -6.81819 -1.09721 3.79144 -0.002 -0.013 -0.012
H 2.28322 1.80390 0.56503 -0.130 0.206 -0.010
O -5.08705 0.83590 3.24822 -0.364 -0.068 0.237
H 0.65309 0.94923 5.37192 0.042 -0.190 0.056
O 0.61771 -6.44227 -1.05567 0.122 -0.031 0.025
O -3.61182 -3.85756 5.17310 -0.191 -0.124 0.029
C 2.15414 0.74286 -4.64249 -0.294 -0.045 -0.115
H -0.52845 3.12975 5.43124 -0.034 -0.061 0.242
C 4.43690 1.80031 -4.25315 -0.027 -0.053 0.192
C 1.06293 1.04511 3.26731 -0.123 0.071 0.387
H 4.77520 -4.59657 -0.73499 0.003 0.031 0.012
C 3.31888 1.03636 -3.72676 0.360 0.172 -0.090
N 1.53509 1.20814 0.90488 0.124 0.483 -0.116
H 0.82232 2.02698 -1.94150 0.259 -0.076 -0.011
O -3.44735 2.48919 1.94649 -0.225 0.309 -0.903
H -3.02242 1.16777 3.19381 0.151 0.055 -0.136
B -2.36593 2.86079 -0.70714 -0.666 0.099 -0.650
C 3.23545 1.96083 -6.42738 -0.445 -0.227 -0.012
H 3.48775 -1.49959 -2.00575 0.032 0.139 0.085
C -4.80280 -0.26153 3.66472 -0.135 -0.165 -0.011
C 1.38667 -5.37088 -1.23038 -0.270 0.080 -0.082
C 3.28770 -3.28277 -1.49860 0.340 0.078 0.146
C 0.59377 0.96032 -0.17030 0.130 0.398 0.103
H -5.58324 -4.20004 5.09067 0.087 -0.017 0.016
C 0.94082 1.77910 2.09297 0.134 -0.400 0.358
O 0.22425 -0.15739 -0.34344 -0.373 -1.030 -0.019
H -1.85028 3.74493 -0.04061 0.035 -0.041 0.181
H -1.34392 2.29238 -2.59985 0.064 0.014 -0.200
H -3.18232 3.34797 -1.47309 0.024 0.117 0.070
C -1.29739 1.94577 -1.57068 -0.413 0.546 0.338
C 0.92900 -4.21144 -1.71696 -0.050 0.120 -0.084
C -3.33820 -0.55562 3.88735 0.417 -0.005 -0.050
C 2.82585 -5.55834 -0.83758 0.381 0.247 0.006
H -0.74770 4.42725 3.34169 -0.129 0.088 0.054
H -1.62098 0.90701 -1.58160 0.228 -0.227 -0.070
O 4.06214 -2.22158 -1.67591 -0.247 -0.113 -0.080
C 0.54153 1.52024 4.46306 0.027 0.109 0.083
C -0.25105 3.46939 3.34465 0.210 -0.160 -0.072
H 1.30413 0.98173 -6.57879 -0.037 -0.009 0.041
H 1.58032 0.09935 3.26442 0.054 -0.124 -0.218
H -0.10336 -4.06377 -2.00064 -0.010 0.004 0.043
H -3.45721 3.42625 1.71594 0.162 0.150 0.347
C -5.34868 -2.47930 4.45568 -0.293 0.063 -0.061
C 4.40260 2.23576 -5.51828 0.238 0.065 0.188
O 5.38402 2.93730 -6.07448 -0.086 -0.024 -0.065
C -2.92824 -1.74016 4.38576 -0.041 -0.225 0.129
O 1.51840 -2.00682 -2.30611 0.053 0.068 -0.144
H 5.27237 1.99155 -3.59464 0.002 0.018 -0.008
```
Positions in Å, forces in eV/Å.

Summary:
- HOMO level (eV) = -4.25
- net charge = -1
- E (eV) = -81048.6506
- Kohn-Sham gap (eV) = 4.33

=====

(3)
Computed, not measured: a cluster of 2 separate species, C21H14N5O2 in total at a distorted geometry, with wB97M-V/def2-TZVPD.

```
42
Properties=species:S:1:pos:R:3:forces:R:3
C 1.12311 5.39039 0.39573 -1.172 -1.451 1.341
H 2.25511 -3.62219 2.48330 0.113 0.044 0.038
H -0.25447 8.67333 1.98582 -0.256 -0.306 0.053
H 1.89987 5.40019 -0.37726 -0.343 -0.068 0.312
C -4.68960 -1.51592 2.82738 0.458 0.224 -0.140
H -1.64240 -1.32382 4.33380 -0.073 0.049 -0.227
N -2.00812 5.16959 2.82503 -0.937 -1.007 1.277
O -0.28616 -2.35438 2.49900 0.702 0.433 -0.043
C -4.58422 -0.40608 1.97829 -0.111 -0.096 0.279
H -3.34875 1.25206 1.32969 -0.007 -0.227 0.014
C -0.27069 4.15695 1.71871 -2.965 2.706 1.472
C 3.90306 -0.10941 2.93139 0.012 -0.103 0.085
H -5.41257 -0.14604 1.31806 0.175 -0.020 0.220
N 0.66168 4.16870 0.79701 2.456 0.780 -1.949
C 0.47528 -1.40872 2.65711 -0.917 -0.001 0.608
H -3.68563 -2.69070 4.34753 -0.017 0.283 -0.185
C -1.02735 0.65274 2.50588 0.492 -1.291 -0.367
C 4.12673 -2.52339 2.67830 -0.128 0.367 0.067
H 4.33361 0.88153 3.02951 -0.001 -0.078 -0.026
H -2.98137 3.28943 3.25764 0.254 0.063 -0.070
C -3.42603 0.37165 1.96647 0.503 -0.288 0.113
N 0.72108 6.59944 0.85271 0.215 0.043 -0.064
C -0.25911 6.64861 1.75614 -0.150 -2.706 0.268
C -0.83472 5.41696 2.20231 0.615 -1.015 -1.318
N -1.11349 3.16470 2.17689 0.022 2.046 -0.673
H 4.75784 -3.40551 2.58938 -0.058 0.202 0.019
C 2.52057 -0.25373 2.88943 0.681 -0.484 0.008
C 4.70510 -1.24922 2.83264 -0.321 -0.275 -0.013
H 5.78926 -1.16447 2.86621 -0.190 0.050 -0.022
N -0.70725 7.81223 2.26116 -0.042 1.448 0.041
H -1.00144 1.67330 2.03367 -0.241 -0.235 0.891
O 1.59384 2.01065 2.95458 0.411 -1.487 0.141
C -2.44907 -1.07872 3.64945 -0.252 0.477 -0.556
C -3.61535 -1.83593 3.67048 -0.110 0.245 0.054
H -1.49178 7.82521 2.89473 0.248 -0.165 -0.187
C 0.16964 0.05666 2.72979 0.130 -0.700 0.171
C 2.74005 -2.66197 2.62844 -0.035 0.171 0.066
C 1.45823 0.79897 2.87232 -0.766 1.002 -0.565
C 1.95144 -1.52360 2.75390 0.754 0.264 -0.352
C -2.29363 0.00410 2.73161 -1.185 -1.235 0.244
H -5.59110 -2.13263 2.83612 0.252 0.228 -0.041
C -2.12778 3.80314 2.82098 1.786 2.113 -0.984
```
Positions in Å, forces in eV/Å.

Summary:
- HOMO level (eV) = -3.78
- net charge = -1
- E (eV) = -33550.5617
- Kohn-Sham gap (eV) = 5.67